(1)
{"formula": "C6H11N2O4P", "method": "ωB97M-V/def2-TZVPD", "e_homo_ev": [-9.2, -9.2], "multiplicity": 1, "e_tot_ev": -26859.8656, "lumo_ev": [0.43, 0.43], "smiles": "COP(=O)(OC)c1c(C)[nH][nH]c1=O", "relative_energy_kcal_mol": 0.00, "species": ["C", "O", "P", "O", "O", "C", "C", "C", "C", "N", "N", "C", "O", "H", "H", "H", "H", "H", "H", "H", "H", "H", "H", "H"], "positions_angstrom": [[-0.661, -1.056, 2.739], [-0.528, -1.181, 1.356], [0.709, -0.476, 0.587], [1.449, 0.369, 1.559], [1.415, -1.829, 0.155], [2.719, -1.942, -0.489], [-0.092, 0.349, -0.769], [-1.096, 1.275, -0.600], [-1.416, 1.973, 0.638], [-1.756, 1.512, -1.799], [-1.034, 0.825, -2.781], [0.034, 0.056, -2.205], [0.862, -0.564, -2.869], [-1.668, -1.340, 3.070], [-0.429, -0.014, 2.949], [0.116, -1.799, 3.237], [3.653, -1.495, 0.033], [2.640, -1.632, -1.464], [2.835, -3.068, -0.455], [-0.547, 1.932, 1.320], [-2.354, 1.665, 1.169], [-1.565, 3.134, 0.323], [-1.888, 2.521, -1.970], [-1.399, 0.784, -3.734]], "forces_ev_per_angstrom": [[1.8, -1.2, 1.4], [-0.5, 0.0, -1.9], [0.0, -0.6, 2.4], [-0.1, 0.0, -1.2], [0.8, 1.1, -0.5], [1.0, -2.3, 2.8], [-0.4, -0.1, -0.6], [0.7, -1.6, -0.9], [-0.9, 3.3, 0.4], [0.4, 0.5, 0.7], [0.9, -0.3, 0.1], [-0.1, 0.7, -1.3], [-1.2, 0.4, 1.0], [0.2, 0.1, -0.4], [0.0, -0.2, 0.9], [-1.5, 1.7, -0.6], [-2.1, -0.3, -0.4], [-0.1, 0.9, -2.3], [0.3, 1.3, -0.3], [-0.5, 0.0, -0.3], [0.9, 0.1, -0.7], [0.3, -2.5, 1.0], [0.0, -0.7, -0.2], [0.3, -0.2, 0.7]], "nbo_charge": [-0.25, -0.82, 2.39, -1.10, -0.81, -0.25, -0.66, 0.30, -0.68, -0.39, -0.47, 0.65, -0.62, 0.19, 0.19, 0.18, 0.20, 0.21, 0.20, 0.27, 0.25, 0.22, 0.39, 0.42]}


(2)
{"formula": "C6H11N2OS", "method": "ωB97M-V/def2-TZVPD", "e_homo_ev": -13.0, "multiplicity": 1, "e_tot_ev": -22254.8242, "total_charge": 1, "lumo_ev": -3.47, "relative_energy_kcal_mol": 40.86, "species": ["C", "C", "C", "C", "C", "C", "N", "N", "O", "S", "H", "H", "H", "H", "H", "H", "H", "H", "H", "H", "H"], "positions_angstrom": [[-1.061, 1.573, -0.434], [0.928, -0.494, -0.137], [-0.201, -1.631, 0.117], [-1.480, -1.636, -0.325], [1.247, 0.883, 0.539], [0.331, -2.827, 0.881], [0.055, 1.779, 0.225], [-1.769, 2.647, -0.923], [2.383, 1.435, 0.152], [-2.051, 0.106, -0.851], [1.889, -1.121, -0.055], [0.695, -0.246, -1.138], [-2.207, -2.299, -0.379], [1.238, 0.803, 1.600], [-0.307, -3.652, 0.732], [1.355, -3.143, 0.586], [0.401, -2.638, 1.957], [0.399, 2.708, 0.498], [-1.383, 3.588, -0.956], [-2.708, 2.440, -1.311], [2.247, 1.724, -0.778]], "forces_ev_per_angstrom": [[-1.7, 0.6, -0.7], [0.5, -2.3, 0.9], [0.5, 0.2, 1.1], [5.7, 6.7, 0.6], [-4.2, -2.9, 0.6], [1.1, 0.5, -0.3], [1.7, 0.2, 0.4], [0.1, -1.6, 0.4], [0.9, 1.5, -1.9], [0.4, -0.5, -0.2], [-1.3, 1.2, -0.4], [0.4, 0.2, -1.6], [-3.2, -3.0, 0.0], [0.2, -0.1, 0.9], [-0.8, -1.1, 0.0], [-0.6, 0.3, -0.1], [-0.2, 0.3, -0.1], [-1.1, 0.0, -0.5], [-0.2, -0.4, 0.1], [1.1, 0.6, 0.4], [0.8, -0.3, 0.5]], "nbo_charge": [0.39, -0.50, 0.07, -0.25, 0.29, -0.65, -0.60, -0.76, -0.64, 0.25, 0.26, 0.22, 0.24, 0.20, 0.23, 0.23, 0.24, 0.43, 0.43, 0.44, 0.48]}


(3)
{"formula": "C6H11N2S", "method": "ωB97M-V/def2-TZVPD", "e_homo_ev": -12.1, "multiplicity": 1, "e_tot_ev": -20205.3411, "total_charge": 1, "lumo_ev": -3.28, "relative_energy_kcal_mol": 110.95, "species": ["C", "C", "C", "C", "C", "C", "N", "N", "S", "H", "H", "H", "H", "H", "H", "H", "H", "H", "H", "H"], "positions_angstrom": [[-3.136, -0.528, -0.656], [-1.917, -1.099, -1.064], [-3.071, 0.408, 0.376], [-0.959, -0.562, -0.252], [1.762, 1.840, -0.100], [1.215, -0.643, -0.145], [1.553, -1.756, 0.584], [1.584, 0.601, 0.678], [-1.438, 0.583, 0.868], [-4.059, -0.709, -1.114], [-1.889, -1.930, -1.879], [-3.887, 1.049, 0.742], [1.997, 2.630, 0.655], [2.644, 1.799, -0.780], [1.050, 2.291, -0.740], [1.526, -0.632, -1.260], [1.607, -2.638, 0.226], [1.983, -1.728, 1.448], [0.898, 0.747, 1.415], [2.538, 0.276, 0.998]], "forces_ev_per_angstrom": [[-0.2, 1.7, 1.6], [0.4, -1.3, -0.7], [-0.6, -0.4, -1.0], [4.8, -0.3, -0.7], [2.9, 2.1, 0.6], [-4.0, -0.2, -1.4], [-0.1, 2.0, -0.3], [1.0, -2.0, -2.5], [-0.9, 0.1, 0.0], [-1.2, -0.5, -0.6], [0.4, 1.8, 1.7], [0.6, -0.6, -0.1], [-0.1, -0.6, -0.6], [-0.4, -0.6, 0.8], [-1.9, -0.7, -0.2], [-0.4, 0.5, 2.1], [-0.1, -2.5, -1.7], [0.7, 0.5, 2.1], [0.0, -0.2, 0.4], [-1.2, 1.1, 0.4]], "nbo_charge": [-0.22, -0.32, -0.42, -0.24, -0.46, 0.18, -0.84, -0.55, 0.38, 0.24, 0.27, 0.26, 0.24, 0.24, 0.27, 0.24, 0.42, 0.39, 0.46, 0.45]}


(4)
{"formula": "C6H11N3", "method": "ωB97M-V/def2-TZVPD", "e_homo_ev": -8.5, "multiplicity": 1, "e_tot_ev": -10867.2993, "lumo_ev": 1.09, "smiles": "C(=N\\NC1CC1)/N1CC1", "relative_energy_kcal_mol": 81.16, "species": ["C", "N", "N", "C", "C", "C", "N", "C", "C", "H", "H", "H", "H", "H", "H", "H", "H", "H", "H", "H"], "positions_angstrom": [[-0.077, -0.204, 0.813], [1.156, -0.166, 0.535], [1.541, 0.175, -0.730], [0.685, 0.954, -1.562], [1.038, 1.011, -3.025], [-0.159, 0.228, -2.550], [-0.475, -0.621, 2.104], [-1.705, -0.052, 2.622], [-1.667, -1.470, 2.165], [-0.867, 0.059, 0.097], [2.509, 0.502, -0.722], [0.270, 1.853, -1.081], [1.933, 0.467, -3.308], [0.862, 1.933, -3.558], [-0.088, -0.861, -2.563], [-1.140, 0.620, -2.778], [-1.669, 0.208, 3.671], [-2.244, 0.666, 1.993], [-1.626, -2.288, 2.884], [-2.190, -1.689, 1.221]], "forces_ev_per_angstrom": [[-0.2, 0.1, -0.1], [0.0, -0.1, 0.1], [0.9, 0.2, -0.2], [-0.1, 0.5, 0.2], [0.1, -0.2, 0.4], [-0.2, -0.5, -0.4], [0.2, -0.3, 0.0], [-0.2, 0.1, -0.3], [-0.2, 0.2, -0.1], [0.0, 0.0, 0.0], [-0.6, -0.2, 0.1], [0.1, -0.3, -0.3], [-0.2, 0.0, -0.1], [0.0, 0.1, 0.0], [0.0, 0.4, 0.1], [0.0, 0.0, 0.0], [-0.1, -0.1, 0.0], [0.2, -0.3, 0.1], [0.0, 0.2, -0.2], [0.3, 0.1, 0.4]], "nbo_charge": [0.15, -0.22, -0.44, -0.10, -0.42, -0.43, -0.41, -0.25, -0.26, 0.14, 0.37, 0.19, 0.22, 0.22, 0.23, 0.21, 0.21, 0.19, 0.21, 0.19]}


(5)
{"formula": "C6H11N3", "method": "ωB97M-V/def2-TZVPD", "e_homo_ev": [-8.0, -8.0], "multiplicity": 1, "e_tot_ev": -10866.1753, "lumo_ev": [-0.11, -0.11], "relative_energy_kcal_mol": 107.08, "species": ["C", "N", "C", "N", "H", "H", "H", "H", "H", "H", "C", "C", "C", "C", "N", "H", "H", "H", "H", "H"], "positions_angstrom": [[1.344, -2.169, -0.196], [-1.828, -0.819, 0.480], [-0.661, -0.707, -0.236], [0.492, -1.177, 0.462], [-2.670, -1.033, -0.036], [-1.720, -0.751, 1.484], [-0.778, -0.985, -1.285], [0.853, -3.145, -0.223], [1.582, -1.888, -1.230], [2.267, -2.247, 0.379], [-0.955, 2.133, 0.353], [-0.013, 1.066, -0.128], [0.755, 1.318, -1.218], [1.013, -0.049, 1.129], [1.671, 0.314, 2.051], [-0.970, 3.017, -0.290], [-0.694, 2.421, 1.373], [-1.997, 1.788, 0.356], [0.774, 2.290, -1.704], [1.534, 0.627, -1.521]], "forces_ev_per_angstrom": [[0.2, 0.2, 0.4], [0.0, -0.4, -0.7], [0.8, 3.1, 0.9], [0.9, 0.1, 0.2], [0.0, 0.1, 0.8], [-0.7, -0.2, -0.3], [0.2, 0.1, 0.2], [0.0, 0.1, 0.1], [0.0, 0.1, 0.1], [-0.1, -0.1, -0.1], [-0.3, -0.2, 0.2], [-2.3, -0.5, -2.9], [0.3, 0.0, 0.9], [1.6, -2.3, 1.7], [-1.2, 0.1, -1.7], [0.4, 0.0, 0.1], [-0.1, 0.1, 0.0], [0.2, -0.2, 0.2], [0.2, 0.1, 0.2], [-0.3, -0.3, -0.4]], "nbo_charge": [-0.40, -0.83, 0.24, -0.52, 0.40, 0.41, 0.20, 0.20, 0.18, 0.23, -0.67, -0.10, -0.36, 0.37, -0.40, 0.21, 0.23, 0.22, 0.19, 0.19]}


(6)
{"formula": "C6H11N3", "method": "ωB97M-V/def2-TZVPD", "e_homo_ev": -8.8, "multiplicity": 1, "e_tot_ev": -10863.6821, "lumo_ev": 0.97, "relative_energy_kcal_mol": 164.58, "species": ["C", "C", "C", "C", "C", "C", "H", "H", "H", "H", "H", "H", "H", "H", "H", "H", "H", "N", "N", "N"], "positions_angstrom": [[-1.694, 0.615, 0.484], [-0.128, 0.834, 0.055], [0.778, 0.751, -1.149], [1.006, 0.068, 0.750], [0.910, -1.388, 0.057], [1.006, -0.872, -1.420], [-2.784, -0.651, 1.609], [-1.121, -1.091, 1.483], [-2.429, 0.684, -0.553], [-1.996, 1.836, 0.951], [0.085, 1.848, 0.279], [0.900, 1.480, -2.025], [2.235, 1.720, 0.117], [1.217, 0.067, 1.757], [1.390, -2.442, 0.527], [-1.050, -0.884, -1.096], [1.596, -1.417, -2.199], [-1.823, -0.353, 1.518], [2.007, 0.827, -0.266], [-0.104, -1.632, -0.880]], "forces_ev_per_angstrom": [[-0.1, 5.0, -2.1], [-1.5, 0.4, 1.7], [3.3, -2.0, -2.4], [0.4, -1.0, -3.8], [2.3, 0.3, 0.7], [-0.5, -0.6, 0.8], [0.3, -0.5, 0.2], [-0.7, 0.0, -0.2], [1.8, -1.0, 2.7], [0.7, -3.6, -1.1], [-0.3, 1.1, 0.7], [-1.0, -1.2, 1.1], [-0.3, 1.2, 0.2], [0.4, 0.3, 2.2], [-1.1, 3.4, -1.3], [3.3, -3.1, 1.9], [-0.3, 1.2, 0.7], [-0.1, 0.2, -0.5], [-1.3, -2.2, 1.4], [-5.0, 2.2, -3.0]], "nbo_charge": [-0.21, -0.27, -0.08, -0.08, -0.12, -0.08, 0.38, 0.38, 0.18, 0.16, 0.22, 0.23, 0.34, 0.21, 0.23, 0.37, 0.23, -0.86, -0.60, -0.63]}